1) The following is a quantum chemistry calculation of a 2-piece molecular cluster, C4H9N2O2 overall, from OMol25.

```
17
C4H9N2O2 wB97M-V/def2-TZVPD
O 0.801 -0.974 2.891
H 1.388 -2.111 -2.746
N -0.777 0.539 2.186
H 0.229 -0.892 -2.024
C 0.404 -1.980 -2.240
H 0.544 -2.373 -1.187
H -1.282 0.214 0.193
H -1.720 1.809 1.015
C -1.031 0.971 0.948
H 0.642 2.987 -0.933
H -0.700 -1.512 1.684
H 0.968 0.627 0.284
C -0.199 -0.697 2.256
N 0.095 2.135 -0.820
H 0.865 2.265 1.026
O -0.621 -2.563 -2.861
C 0.393 1.557 0.328
```

Calculated values
HOMO level (eV): -2.61
Molar mass (g mol⁻¹): 117.1
Total charge: -1

***

2) The following is a quantum chemistry calculation of a 2-piece molecular cluster, C4H9N2O2 overall, from OMol25.

```
17
C4H9N2O2 wB97M-V/def2-TZVPD
C 0.042 2.046 -0.912
H 3.219 1.244 -1.446
C -2.086 -2.034 1.469
N 1.875 -0.161 -0.753
H 0.919 -0.535 -0.478
H -2.915 -1.978 0.759
O -0.589 -0.226 1.919
H -0.009 1.798 0.154
H -2.385 -1.822 2.495
H -1.690 -3.047 1.397
H -0.417 3.027 -1.063
H 2.683 -0.688 -0.468
C -1.019 -0.996 1.053
O -0.618 -1.094 -0.150
H -0.577 1.272 -1.377
C 2.163 1.093 -1.202
N 1.405 2.100 -1.396
```

Calculated values
HOMO level (eV): -4.58
Molar mass (g mol⁻¹): 117.1
Total charge: -1

***

3) The following is a quantum chemistry calculation of C4H9N2O2 as an isolated structure, from OMol25.

```
17
C4H9N2O2 wB97M-V/def2-TZVPD
H 0.673 -1.384 -1.340
O -2.482 1.164 0.079
C 2.660 -0.122 -0.141
H 0.060 -1.550 0.281
N -1.130 -0.324 -1.033
H -1.266 -0.337 1.226
H 1.057 0.446 0.989
C 0.152 -0.844 -0.536
C -1.963 0.078 0.104
H 0.966 1.165 -0.620
H 2.693 -1.175 0.329
H -2.972 -0.751 1.480
H 2.899 -0.409 -1.217
C 1.164 0.221 -0.089
H -1.034 0.523 -1.582
N -2.143 -0.973 0.925
O 3.438 0.792 0.416
```

Calculated values
HOMO level (eV): -2.48
Molar mass (g mol⁻¹): 117.1
Total charge: -1

***

Energies relative to the most stable structure are 1) 0.2846; 2) 0.0000; 3) 0.1390, reported in hartree.

***

1) The following is a quantum chemistry calculation of C4H5O4P as an isolated structure, from OMol25.

```
14
C4H5O4P wB97M-V/def2-TZVPD
H -1.465 -2.484 0.443
C 0.341 -0.084 -1.123
H -1.456 -0.642 0.887
C 0.115 -1.397 -0.546
O -0.215 0.003 -2.305
P -1.208 -1.524 -2.346
H -0.086 1.165 0.352
O -2.157 -1.185 -1.123
C -1.254 -1.461 0.093
H 1.605 0.978 0.137
O -1.687 -1.653 -3.697
H 0.669 1.952 -1.108
O -0.131 -2.366 -1.611
C 0.657 1.130 -0.323
```

Calculated values
HOMO level (spin up / spin down) (eV): -8.90 / -8.90
Molar mass (g mol⁻¹): 148.1
Total charge: 0

***

2) The following is a quantum chemistry calculation of C4H5O4P as an isolated structure, from OMol25.

```
14
C4H5O4P wB97M-V/def2-TZVPD
C -0.554 1.225 0.049
H -0.520 1.943 -0.672
O 4.341 0.501 -0.407
H 1.374 -2.472 0.238
H 0.296 -1.660 -0.571
C 0.760 0.661 0.345
C 1.170 -1.536 -0.056
H -1.031 1.630 0.858
O 1.800 1.374 -0.195
C 1.100 -0.502 1.069
P 3.005 0.191 -0.045
H -1.373 0.601 -0.168
O 2.612 -0.283 1.405
O 2.219 -1.002 -0.878
```

Calculated values
HOMO level (eV): -9.54
Molar mass (g mol⁻¹): 148.1
Total charge: 0

***

Energies relative to the most stable structure are 1) 0.0000; 2) 0.0063, reported in hartree.

***

1) The following is a quantum chemistry calculation of a 2-piece molecular cluster, C3H4N2OS overall, from OMol25.

```
11
C3H4N2OS wB97M-V/def2-TZVPD
H 1.339 -1.036 1.968
N -0.568 -0.054 1.315
H -2.552 2.507 -0.261
S -2.870 0.544 0.154
O 2.147 -0.485 -0.807
C -0.120 0.053 -0.764
H 2.224 -1.387 -0.918
N 1.026 -0.225 -0.165
C -1.150 0.236 0.155
H -0.228 0.236 -1.823
C 0.751 -0.388 1.146
```

Calculated values
HOMO level (eV): -8.73
Molar mass (g mol⁻¹): 116.1
Total charge: 0

***

2) The following is a quantum chemistry calculation of one molecule with the formula C3H4N2OS, from OMol25.

```
11
C3H4N2OS wB97M-V/def2-TZVPD
N 1.779 -1.076 -0.138
N -1.059 1.057 -0.049
O -0.538 -1.033 -0.066
C 0.350 0.997 -0.041
C -1.595 -0.172 -0.056
H -1.627 1.887 -0.029
H 2.612 -0.583 0.148
H 1.692 -1.980 0.349
S -3.187 -0.637 -0.045
H 0.959 1.860 -0.024
C 0.615 -0.320 -0.049
```

Calculated values
HOMO level (eV): -7.72
Molar mass (g mol⁻¹): 116.1
SMILES: Nc1c[nH]c(=S)o1
Total charge: 0

***

Energies relative to the most stable structure are 1) 0.1888; 2) 0.0000, reported in hartree.

***

1) The following is a quantum chemistry calculation of one molecule with the formula C3H4N2OS, from OMol25.

```
11
C3H4N2OS wB97M-V/def2-TZVPD
N 0.280 0.056 -0.214
N -0.895 -1.656 0.907
C -0.163 -0.183 -1.528
S 1.169 2.628 -0.854
H -0.132 -0.125 1.829
O 0.162 0.232 -2.605
C 1.096 1.274 0.106
H -1.426 -2.176 1.830
H -1.078 -0.939 -1.543
H 1.343 1.372 1.180
C -0.355 -0.483 0.892
```

Calculated values
HOMO level (eV): -9.15
Molar mass (g mol⁻¹): 116.1
SMILES: [H]/N=C/N(C=O)C=S
Total charge: 0

***

2) The following is a quantum chemistry calculation of one molecule with the formula C3H4N2OS, from OMol25.

```
11
C3H4N2OS wB97M-V/def2-TZVPD
N -0.748 0.951 0.870
C 0.301 -0.140 0.160
H 0.318 -1.582 1.647
N -0.709 2.065 0.233
O -0.606 -2.183 -0.167
C 0.431 -1.505 0.596
C 0.055 2.166 -0.758
S 0.940 0.693 -1.165
H 1.312 -1.926 0.163
H 0.172 3.045 -1.488
H -1.466 -1.584 -0.092
```

Calculated values
HOMO level (spin up / spin down) (eV): -9.25 / -9.25
Molar mass (g mol⁻¹): 116.1
SMILES: OCc1nncs1
Total charge: 0

***

3) The following is a quantum chemistry calculation of a 2-piece molecular cluster, C3H4N2OS overall, from OMol25.

```
11
C3H4N2OS wB97M-V/def2-TZVPD
N -0.167 0.357 -1.050
H 0.752 -1.395 1.600
H 0.652 2.119 -0.507
C 0.241 -0.880 0.804
C 0.047 -0.976 -0.504
N 0.006 0.599 1.064
S -1.444 0.941 0.139
O -2.780 -1.006 -0.167
H 0.219 -1.813 -1.142
C 0.716 1.095 -0.162
H 1.758 0.959 -0.074
```

Calculated values
HOMO level (spin up / spin down) (eV): -9.73 / -9.46
Molar mass (g mol⁻¹): 116.1
Total charge: 0

***

4) The following is a quantum chemistry calculation of one molecule with the formula C3H4N2OS, from OMol25.

```
11
C3H4N2OS wB97M-V/def2-TZVPD
H 0.722 1.957 -0.409
C 2.399 -1.057 -0.091
C 0.784 0.910 -0.190
H -0.462 -1.584 -1.169
O -0.459 0.421 -0.100
S -0.978 -1.282 0.073
N 2.907 -2.090 -0.071
H 2.756 1.201 -0.266
H -3.133 -1.340 0.581
N -2.466 -1.442 -0.287
C 2.010 0.369 -0.098
```

Calculated values
HOMO level (eV): -9.70
Molar mass (g mol⁻¹): 116.1
Total charge: 0

***

Energies relative to the most stable structure are 1) 0.0000; 2) 0.0202; 3) 0.2451; 4) 0.0326, reported in hartree.